# C25H43FeN7OPS2

C25H43FeN7OPS2 as an isolated structure (ωB97M-V/def2-TZVPD, OMol25).

Calculated values
ΔE to the lowest compared entry with this formula, charge and spin = 0.7624 eV
2S+1 = 6
LUMO level (alpha / beta) = 0.55 / -0.66 eV
frontier orbital gap (alpha / beta) = 0.2856 / 0.2414 hartree

XYZ file:
```
80
C25H43FeN7OPS2 (ωB97M-V/def2-TZVPD)
Fe 0.224 0.068 0.176
N -1.288 -3.209 -2.492
C -0.893 -2.496 -1.396
S 0.680 -1.769 -1.521
N -1.668 -2.404 -0.372
N -1.412 -1.506 0.595
C -1.761 -1.811 1.812
C -1.669 -0.939 2.933
C -2.015 -1.422 4.202
C -1.953 -0.626 5.321
C -1.578 0.711 5.197
C -1.219 1.218 3.974
C -1.221 0.421 2.806
O -0.828 0.922 1.687
H -0.532 -3.554 -3.061
H -2.069 -3.832 -2.366
H -2.131 -2.817 2.012
H -2.332 -2.452 4.297
H -2.207 -1.026 6.289
H -1.572 1.351 6.067
H -0.936 2.254 3.862
N 0.817 1.579 -0.799
P 0.450 2.577 -1.932
N 1.544 2.835 -3.209
C 1.517 1.949 -4.356
C 2.024 0.542 -4.017
C 3.034 0.612 -2.869
C 3.846 1.895 -2.989
C 2.916 3.105 -2.801
N -0.962 2.145 -2.749
C -1.555 3.086 -3.683
C -2.971 3.470 -3.274
C -3.877 2.233 -3.289
C -3.079 0.960 -2.974
C -1.909 1.282 -2.055
N 0.194 4.159 -1.386
C 0.862 5.376 -1.762
C 1.793 5.889 -0.654
C 1.143 5.749 0.731
C -0.358 5.513 0.612
C -0.635 4.245 -0.191
H 2.166 2.411 -5.107
H 0.507 1.908 -4.756
H 2.487 0.103 -4.902
H 1.192 -0.092 -3.713
H 3.686 -0.262 -2.892
H 2.492 0.618 -1.917
H 4.317 1.931 -3.976
H 4.639 1.934 -2.239
H 3.284 3.955 -3.395
H 2.902 3.400 -1.749
H -1.596 2.646 -4.688
H -0.911 3.966 -3.723
H -3.357 4.232 -3.952
H -2.944 3.908 -2.276
H -4.348 2.127 -4.267
H -4.678 2.361 -2.560
H -2.688 0.516 -3.890
H -3.725 0.222 -2.497
H -1.381 0.360 -1.755
H -2.290 1.744 -1.132
H 0.102 6.138 -1.988
H 1.425 5.195 -2.678
H 2.046 6.928 -0.870
H 2.722 5.320 -0.672
H 1.335 6.639 1.331
H 1.573 4.897 1.258
H -0.832 6.373 0.135
H -0.798 5.403 1.604
H -1.697 4.234 -0.477
H -0.448 3.355 0.421
C 2.810 -2.446 1.043
S 2.058 -1.032 1.909
C 3.337 0.217 1.559
H 2.980 -2.188 0.001
H 2.103 -3.268 1.098
H 3.736 -2.717 1.543
H 4.206 0.022 2.183
H 2.906 1.184 1.800
H 3.595 0.179 0.504
```

---

# C28H21N2O

A 2-piece molecular cluster, C28H21N2O overall (ωB97M-V/def2-TZVPD, OMol25).

Calculated values
net charge = +1
LUMO level = -5.25 eV
frontier orbital gap = 0.2265 hartree

XYZ file:
```
52
C28H21N2O (ωB97M-V/def2-TZVPD)
C 5.515 2.876 2.803
C 4.378 2.281 2.034
C 4.569 1.143 1.229
C 3.496 0.546 0.593
C 2.172 1.107 0.657
C 1.125 0.434 -0.013
C -0.273 0.670 0.044
C -0.962 1.436 1.034
C -2.299 1.779 0.871
C -3.002 1.332 -0.252
O -4.355 1.619 -0.427
C -4.759 2.897 -0.830
C -5.452 2.993 -2.041
C -5.798 4.252 -2.524
C -5.452 5.402 -1.808
C -4.817 5.284 -0.568
C -4.472 4.026 -0.062
C -2.385 0.499 -1.194
C -1.083 0.105 -0.988
C 2.028 2.330 1.388
C 3.110 2.878 2.063
H 5.137 3.568 3.561
H 6.103 2.104 3.310
H 6.192 3.435 2.144
H 5.578 0.731 1.125
H 3.632 -0.390 0.044
H 1.460 -0.307 -0.756
H -0.446 1.726 1.947
H -2.820 2.395 1.605
H -5.683 2.081 -2.588
H -6.359 4.328 -3.456
H -5.685 6.389 -2.213
H -4.599 6.173 0.024
H -3.985 3.921 0.907
H -2.941 0.172 -2.069
H -0.638 -0.643 -1.642
H 1.066 2.841 1.418
H 2.981 3.798 2.638
N 1.468 -10.303 -0.632
C 1.463 -9.132 -0.613
C 1.446 -7.696 -0.587
C 1.321 -7.014 0.630
C 1.276 -5.624 0.649
C 1.384 -4.897 -0.543
N 1.382 -3.504 -0.520
C 1.352 -2.321 -0.579
C 1.492 -5.581 -1.762
C 1.538 -6.972 -1.783
H 1.256 -7.579 1.564
H 1.157 -5.081 1.588
H 1.542 -5.005 -2.687
H 1.644 -7.501 -2.733
```

---

# C31H25Co2N2O8

C31H25Co2N2O8 as an isolated structure (ωB97M-V/def2-TZVPD, OMol25).

Calculated values
net charge = -1
ΔE to the lowest compared entry with this formula, charge and spin = 4.1811 eV
LUMO level = 2.05 eV
frontier orbital gap = 0.1953 hartree

XYZ file:
```
68
C31H25Co2N2O8 (ωB97M-V/def2-TZVPD)
C -3.470 -3.755 -1.053
C -2.727 -3.710 0.182
C -2.784 -4.445 1.341
C -1.939 -3.796 2.294
C -1.461 -2.665 1.653
C -0.505 -1.614 1.991
N 0.384 -2.107 2.995
C -0.032 -2.220 4.378
C 1.550 -2.611 2.469
O 2.459 -3.154 3.093
C 1.491 -2.307 0.973
C 2.863 -1.771 0.565
C 3.512 -2.450 -0.614
C 4.687 -1.843 -1.070
C 5.340 -2.321 -2.202
C 4.817 -3.436 -2.877
C 3.677 -4.084 -2.386
C 3.029 -3.613 -1.237
N 0.357 -1.394 0.831
O -1.893 -2.645 0.362
H -4.269 -4.483 -0.917
H -3.913 -2.787 -1.290
H -2.871 -4.083 -1.908
H -3.371 -5.338 1.540
H -1.702 -4.112 3.317
H -1.073 -0.745 2.344
H 0.686 -2.849 4.910
H -0.070 -1.220 4.830
H -1.043 -2.635 4.439
H 1.216 -3.227 0.437
H 2.803 -0.675 0.417
H 3.563 -1.924 1.417
H 5.071 -0.988 -0.505
H 6.249 -1.817 -2.535
H 5.303 -3.787 -3.786
H 3.288 -4.971 -2.883
H 2.175 -4.159 -0.833
H -0.148 -1.642 -0.018
O 1.125 0.346 -1.800
C 0.309 0.623 -1.025
Co -0.912 1.026 0.125
C -2.419 0.204 -0.514
O -3.312 -0.581 -0.434
C 0.013 1.384 1.635
O 0.761 1.553 2.501
C -1.446 3.835 -0.832
C -0.709 4.867 -1.476
C 0.620 5.098 -1.055
C 1.457 5.936 -1.783
C 0.952 6.617 -2.896
C -0.390 6.470 -3.265
C -1.235 5.646 -2.530
C -1.583 2.519 -0.642
C -2.198 1.371 -1.417
Co -2.366 3.641 0.688
C -1.439 3.873 2.164
O -0.972 4.027 3.208
C -3.422 2.473 1.484
O -4.109 1.783 2.103
C -3.268 5.144 0.603
O -3.841 6.156 0.613
H 0.973 4.585 -0.159
H 2.490 6.069 -1.456
H 1.603 7.279 -3.463
H -0.780 7.007 -4.128
H -2.290 5.530 -2.768
H -3.185 1.762 -1.779
H -1.674 1.139 -2.368
```

---

# C37H32IrNOP2

C37H32IrNOP2 as an isolated structure (ωB97M-V/def2-TZVPD, OMol25).

Calculated values
net charge = +2
ΔE to the lowest compared entry with this formula, charge and spin = 0.0000 eV
2S+1 = 5
LUMO level (alpha / beta) = -5.77 / -9.48 eV
frontier orbital gap (alpha / beta) = 0.3077 / 0.1826 hartree

XYZ file:
```
74
C37H32IrNOP2 (ωB97M-V/def2-TZVPD)
C -0.041 2.856 -0.128
C 0.940 2.104 -0.807
C 1.029 2.169 -2.212
C 0.216 3.101 -2.877
C -0.642 3.964 -2.198
C -0.822 3.807 -0.822
P 1.918 0.861 0.143
C 3.444 0.583 -0.855
C 3.553 -0.623 -1.557
C 4.651 -0.872 -2.394
C 5.662 0.089 -2.535
C 5.591 1.272 -1.781
C 4.511 1.495 -0.909
Ir 0.747 -0.915 0.480
P -1.410 -1.484 0.146
C -1.623 -0.867 -1.563
C -2.661 0.025 -1.840
C -2.876 0.516 -3.121
C -2.092 0.054 -4.175
C -1.024 -0.809 -3.900
C -0.774 -1.270 -2.605
C -2.196 -3.183 0.258
C -2.126 -3.961 1.435
C -2.585 -5.286 1.436
C -3.192 -5.845 0.305
C -3.384 -5.035 -0.817
C -2.899 -3.724 -0.835
C -2.303 -0.492 1.393
C -1.607 0.005 2.509
C -2.274 0.827 3.422
C -3.644 1.053 3.282
C -4.347 0.474 2.221
C -3.691 -0.298 1.264
C 2.375 1.600 1.760
C 2.548 2.965 2.033
C 2.924 3.399 3.314
C 3.134 2.477 4.345
C 2.907 1.117 4.094
C 2.506 0.692 2.819
H -1.739 -3.540 2.368
H -2.426 -5.906 2.318
H -3.455 -6.911 0.288
H -3.801 -5.477 -1.719
H -3.008 -3.137 -1.742
H -3.294 0.363 -1.034
H -3.669 1.244 -3.277
H -2.289 0.391 -5.195
H -0.334 -1.127 -4.679
H 0.118 -1.867 -2.389
H -0.542 -0.247 2.669
H -1.687 1.236 4.250
H -4.152 1.646 4.045
H -5.424 0.596 2.155
H -4.253 -0.760 0.447
H 2.389 3.700 1.253
H 3.055 4.465 3.509
H 3.481 2.798 5.335
H 3.063 0.373 4.884
H 2.265 -0.364 2.623
H 2.759 -1.369 -1.429
H 4.697 -1.815 -2.951
H 6.487 -0.089 -3.240
H 6.374 2.027 -1.901
H 4.488 2.388 -0.289
H 1.747 1.534 -2.754
H 0.305 3.236 -3.951
H -1.137 4.753 -2.767
H -1.611 4.386 -0.323
H -0.217 2.564 0.926
H -2.338 1.683 -0.221
H -1.858 1.352 0.260
O 2.268 -4.717 1.624
C 1.859 -3.656 1.263
N 1.437 -2.596 0.916
```

---

# C7H11NO2S2

One molecule with the formula C7H11NO2S2 (ωB97M-V/def2-TZVPD, OMol25).

Calculated values
ΔE to the lowest compared entry with this formula, charge and spin = 4.0318 eV
LUMO level = -0.42 eV
frontier orbital gap = 0.3140 hartree

XYZ file:
```
23
C7H11NO2S2 (ωB97M-V/def2-TZVPD)
C 0.870 -0.563 -0.318
C -0.456 -0.455 -0.274
C -0.153 1.664 0.720
C 2.448 -2.248 0.572
C -2.663 2.510 -0.031
C 1.739 -1.712 -0.675
C -2.390 1.031 0.197
N -0.954 0.776 0.235
O 2.275 0.784 1.512
O -1.415 -1.345 -0.606
S 2.512 1.984 -1.100
S 1.530 1.030 0.298
H 3.067 -3.103 0.312
H 1.720 -2.559 1.323
H 3.073 -1.476 1.008
H -2.169 2.844 -0.940
H -3.732 2.678 -0.126
H -2.278 3.100 0.795
H 1.142 -2.508 -1.137
H 2.486 -1.385 -1.404
H -2.834 0.701 1.141
H -2.810 0.432 -0.612
H -1.008 -2.177 -0.890
```

---

# C2H5BrN4

C2H5BrN4 as an isolated structure (ωB97M-V/def2-TZVPD, OMol25).

Calculated values
ΔE to the lowest compared entry with this formula, charge and spin = 0.7967 eV
LUMO level (alpha / beta) = -0.38 / -0.38 eV
frontier orbital gap (alpha / beta) = 0.2735 / 0.2761 hartree

XYZ file:
```
12
C2H5BrN4 (ωB97M-V/def2-TZVPD)
C 0.588 -0.006 -0.165
C 0.118 -1.274 0.254
N 0.923 0.766 -1.181
N 0.775 1.039 0.751
N 1.357 1.685 -0.303
N -1.974 -1.270 -0.250
Br -2.825 0.253 -0.165
H 0.120 -2.094 -0.381
H 0.077 -1.412 1.259
H 1.102 1.062 1.702
H 1.408 2.737 -0.354
H -1.669 -1.487 -1.167
```